Entry 1:
Molecular formula: C3H11NOS2
Method: DFT, ωB97M-V with the def2-TZVPD basis set

Properties
Maximum force   1.60 eV/Å
E_HOMO   -8.173 eV
SMILES string   C[C@@H](N)CSS.O
ΔE to the lowest compared entry with this formula, charge and spin   37.8 kJ/mol

Geometry as ORCA input:
```
! wB97M-V def2-TZVPD RIJCOSX def2/J DEFGRID3
* xyz 0 1
C -1.27640 -1.87025 -0.02492
C -0.93116 -0.40530 0.31595
N -1.34816 -0.21312 1.72305
C 0.56268 -0.14620 0.10769
S 0.85030 0.28120 -1.63297
S 2.60250 -0.74078 -2.11270
H -1.09827 -2.49605 0.84086
H -2.32102 -1.94065 -0.32764
H -0.76384 -2.18446 -0.93838
H -1.51043 0.30059 -0.27124
H -1.25910 0.78567 1.93365
H -0.65262 -0.61430 2.34959
H 0.98099 0.61774 0.75781
H 1.15806 -1.05071 0.26482
H 2.90157 -0.08717 -3.26288
O 0.46643 3.06952 0.33001
H 0.45899 3.04774 -0.62450
H 1.17947 3.64652 0.57181
*
```

Entry 2:
Molecular formula: C3H11NOS2
Method: DFT, ωB97M-V with the def2-TZVPD basis set

Properties
Maximum force   2.32 eV/Å
E_HOMO   -9.269 eV
SMILES string   C[C@@H](N)CSS.O
ΔE to the lowest compared entry with this formula, charge and spin   26.3 kJ/mol

Geometry as ORCA input:
```
! wB97M-V def2-TZVPD RIJCOSX def2/J DEFGRID3
* xyz 0 1
C 1.99661 0.46421 0.15508
C 0.47467 0.44493 0.09178
N 0.02005 0.99913 -1.22122
C -0.07242 -0.97734 0.17835
S 0.49733 -1.81697 1.70004
S -0.90618 -1.26498 3.06671
H 2.39882 -0.37387 -0.41306
H 2.56905 1.34518 -0.14732
H 2.36543 0.38876 1.18214
H 0.08255 1.10748 0.84980
H -0.20842 1.97876 -1.10402
H 0.75403 0.97656 -1.86466
H -1.16409 -0.95661 0.19122
H 0.14635 -1.46042 -0.77755
H -0.39980 -0.05479 3.35321
O -3.03529 -0.04370 -2.06031
H -2.31757 0.17747 -1.44904
H -3.20112 -0.93379 -1.73114
*
```

Entry 3:
Molecular formula: C3H11NS
Method: DFT, ωB97M-V with the def2-TZVPD basis set

Properties
Maximum force   0.83 eV/Å
E_HOMO (spin up / spin down)   1.495 / -3.961 eV
ΔE to the lowest compared entry with this formula, charge and spin   132.2 kJ/mol
<S²>   0.75

Geometry as ORCA input:
```
! wB97M-V def2-TZVPD RIJCOSX def2/J DEFGRID3
* xyz -1 2
C -1.01475 2.44987 0.89651
S -1.73983 1.38652 -0.40516
H -0.47606 1.83207 1.61361
H -0.33282 3.17551 0.45967
H -1.81164 2.97703 1.41165
C 1.29147 -0.62745 -1.21054
N 0.01265 -0.95534 -0.59522
C 0.10803 -1.67460 0.67060
H 1.09057 -0.20310 -2.19529
H 1.81219 0.11647 -0.60642
H 1.91964 -1.51460 -1.31609
H -0.50472 -1.54381 -1.25615
H -0.72909 0.13524 -0.45294
H 0.73110 -2.56762 0.57691
H -0.89691 -1.96446 0.98032
H 0.54016 -1.02174 1.42853
*
```

What did the first record say?
Molecular formula: C3H11NOS2
Method: DFT, ωB97M-V with the def2-TZVPD basis set

Properties
Maximum force   1.60 eV/Å
E_HOMO   -8.173 eV
SMILES string   C[C@@H](N)CSS.O
ΔE to the lowest compared entry with this formula, charge and spin   37.8 kJ/mol

Geometry as ORCA input:
```
! wB97M-V def2-TZVPD RIJCOSX def2/J DEFGRID3
* xyz 0 1
C -1.27640 -1.87025 -0.02492
C -0.93116 -0.40530 0.31595
N -1.34816 -0.21312 1.72305
C 0.56268 -0.14620 0.10769
S 0.85030 0.28120 -1.63297
S 2.60250 -0.74078 -2.11270
H -1.09827 -2.49605 0.84086
H -2.32102 -1.94065 -0.32764
H -0.76384 -2.18446 -0.93838
H -1.51043 0.30059 -0.27124
H -1.25910 0.78567 1.93365
H -0.65262 -0.61430 2.34959
H 0.98099 0.61774 0.75781
H 1.15806 -1.05071 0.26482
H 2.90157 -0.08717 -3.26288
O 0.46643 3.06952 0.33001
H 0.45899 3.04774 -0.62450
H 1.17947 3.64652 0.57181
*
```